C4H8OS | ωB97M-V/def2-TZVPD

CARTESIAN COORDINATES (ANGSTROEM)
O (3.27662, -0.50869, -0.64798)
C (2.32154, -0.32544, 0.04625)
C (1.00110, 0.33607, -0.42265)
C (-0.20384, -0.31530, 0.26490)
C (-1.49796, 0.35029, -0.27920)
S (-3.04057, -0.54408, 0.12742)
H (2.41553, -0.45646, 1.14938)
H (1.13162, 1.35218, -0.05050)
H (1.00727, 0.13859, -1.49229)
H (-0.01514, -0.09659, 1.31182)
H (-0.39599, -1.34826, -0.01153)
H (-1.66381, 1.40502, -0.07431)
H (-1.39665, 0.27364, -1.36517)
H (-2.93973, -0.26095, 1.44386)

The charge is 0. The value obtained for the orbital gap is 10.146 eV. The energy above the lowest of the compared OMol25 structures with the same formula, charge and spin is 80.5 kJ/mol. Its HOMO energy is -9.3023 eV. The structure (SMILES) is O=CCCCS. The value obtained for the LUMO energy is 0.843 eV.

---

C4H13N4O | ωB97M-V/def2-TZVPD

CARTESIAN COORDINATES (ANGSTROEM)
C (-3.75895, -0.75418, -1.63342)
C (-1.33786, -0.60257, -0.86877)
N (-0.74251, -0.14485, -1.95845)
N (-2.58684, -1.16032, -0.72420)
N (-0.69213, -0.74866, 0.37468)
H (-1.16616, -0.22478, -2.90684)
H (0.37313, 0.06315, -1.87412)
H (-2.63457, -1.94924, -0.20052)
H (-1.22556, -0.47699, 1.22727)
H (0.40440, -0.75097, 0.42568)
H (-4.35695, -1.56847, -1.81608)
H (-3.40323, -0.19153, -2.51022)
H (-4.48212, -0.23495, -1.05750)
C (3.05587, 1.52849, 0.51818)
C (2.67387, 0.33858, 1.39250)
O (2.71953, -0.83100, 1.05519)
N (2.43886, 0.59439, 2.71588)
H (2.51196, -0.26221, 3.32298)
H (2.57789, 1.42615, 3.23551)
H (2.45998, 1.62270, -0.38146)
H (4.12702, 1.83048, 0.48515)
H (3.04438, 2.49677, 1.17856)

The charge is +1. The value obtained for the orbital gap is 9.972 eV. The energy above the lowest of the compared OMol25 structures with the same formula, charge and spin is 303.2 kJ/mol. Its HOMO energy is -13.0852 eV. The value obtained for the LUMO energy is -3.113 eV.

---

C6H15NiO3 | ωB97M-V/def2-TZVPD

CARTESIAN COORDINATES (ANGSTROEM)
H (1.10314, -1.94160, -1.25243)
C (3.37252, 0.42089, -0.38502)
O (1.99838, 0.62713, -0.07653)
C (1.49852, 1.90528, -0.45762)
C (0.12376, 2.03760, 0.14558)
O (-0.58089, 0.83770, -0.16153)
C (-1.85345, 0.70371, 0.48209)
C (-2.36376, -0.68126, 0.17727)
O (-1.30104, -1.58764, 0.45811)
C (-1.67362, -2.96027, 0.41057)
Ni (0.55513, -0.85681, -0.10637)
H (3.61925, -0.60743, -0.10218)
H (3.54474, 0.56428, -1.46120)
H (3.98815, 1.12459, 0.19052)
H (1.46400, 1.96757, -1.55602)
H (2.15333, 2.69908, -0.07215)
H (-0.40243, 2.90521, -0.27440)
H (0.18806, 2.14576, 1.23876)
H (-2.54901, 1.46349, 0.10097)
H (-1.72494, 0.84436, 1.56605)
H (-2.65373, -0.77979, -0.88000)
H (-3.23219, -0.90815, 0.81144)
H (-0.77030, -3.54967, 0.59818)
H (-2.42347, -3.16510, 1.18596)
H (-2.08015, -3.20893, -0.58004)

The charge is +1. The value obtained for the orbital gap (spin up / spin down) is 10.018 / 9.598 eV. The expectation value of S² is 2.00. Its HOMO energy (spin up / spin down) is -12.8243 / -13.7925 eV. Its spin multiplicity is 3. The value obtained for the LUMO energy (spin up / spin down) is -2.806 / -4.195 eV.

---

C29H32BrN7O6SZr | ωB97M-V/def2-TZVPD

CARTESIAN COORDINATES (ANGSTROEM)
Zr (0.51740, 0.31581, -0.33879)
N (0.92748, -3.05662, -3.59248)
C (0.57401, -2.20580, -2.61263)
S (1.80490, -1.05509, -2.11449)
N (-0.61033, -2.30966, -2.10635)
N (-0.88499, -1.34137, -1.09009)
C (-3.24421, -0.23468, -0.69171)
C (-3.27966, -0.11130, 0.80086)
C (-4.48178, 0.16504, 1.33707)
C (-4.80759, 0.93849, 2.53407)
C (-3.94992, 1.63426, 3.28119)
C (-2.46895, 1.50362, 3.11072)
N (-1.88955, 1.72934, 1.76281)
H (1.85661, -3.05379, -3.96939)
H (0.27831, -3.77146, -3.87602)
H (-3.84434, 0.52780, -1.17528)
H (-5.34705, -0.07392, 0.72643)
H (-5.86522, 1.03021, 2.74698)
H (-4.31589, 2.25732, 4.08716)
H (-1.90729, 1.98624, 3.90982)
O (1.36681, 3.65416, 2.55975)
C (0.88724, 2.93760, 1.57449)
O (1.18983, 1.76754, 1.39491)
C (-0.02412, 3.70191, 0.65140)
O (-0.89013, 2.83035, -0.03435)
C (-2.14641, 2.62160, 0.71169)
C (-1.98536, 0.28189, 1.56875)
O (-2.12278, 0.10763, 2.96891)
O (-0.84549, -0.24653, 1.06460)
H (1.96579, 3.11890, 3.10657)
H (-0.56263, 4.46992, 1.20856)
H (0.61542, 4.20937, -0.07705)
H (-2.51231, 3.58600, 1.06537)
H (-2.82173, 2.23740, -0.05652)
Br (-5.53031, -2.31485, -3.22765)
C (-4.04666, -1.20577, -2.97890)
C (-3.71567, -0.24048, -3.85306)
C (-2.48604, 0.51662, -3.68705)
C (-1.70323, 0.34876, -2.61149)
C (-2.09312, -0.59290, -1.51088)
C (-3.24411, -1.46675, -1.78484)
N (-0.49837, 1.01741, -2.32357)
C (0.06476, 1.92169, -3.02791)
C (1.36827, 2.43457, -2.60072)
C (2.10130, 3.28458, -3.40799)
C (3.37356, 3.66469, -2.99551)
C (3.86400, 3.17811, -1.79706)
C (3.06780, 2.32979, -1.04176)
N (1.84589, 1.96405, -1.42818)
H (-4.32336, -0.04410, -4.72403)
H (-2.22710, 1.21235, -4.47506)
H (-1.14251, -1.85589, -0.24975)
H (-3.30340, -2.42805, -1.29677)
H (-0.33100, 2.27269, -3.97726)
H (1.68945, 3.63671, -4.34368)
H (3.97174, 4.32526, -3.60831)
H (4.85094, 3.44019, -1.44390)
H (3.41368, 1.91967, -0.10105)
O (2.16066, -0.51681, 0.76230)
C (2.59902, -1.65371, 1.12046)
C (1.74741, -2.88253, 1.04799)
C (1.34737, -3.40340, 2.44035)
C (2.43554, -4.22368, 3.12673)
C (3.73087, -3.47069, 3.41385)
C (4.43485, -2.95105, 2.16605)
N (3.81265, -1.73693, 1.61410)
H (2.28997, -3.65590, 0.49607)
H (0.86727, -2.63630, 0.45834)
H (0.46390, -4.02919, 2.31180)
H (1.03671, -2.56225, 3.06694)
H (2.66454, -5.09436, 2.50358)
H (2.03951, -4.61815, 4.06306)
H (4.42259, -4.13965, 3.92790)
H (3.54932, -2.63256, 4.09292)
H (4.46588, -3.71308, 1.38444)
H (5.46494, -2.68170, 2.38732)
H (4.32440, -0.86860, 1.67522)

The charge is +2. The value obtained for the orbital gap is 6.069 eV. The energy above the lowest of the compared OMol25 structures with the same formula, charge and spin is 504.3 kJ/mol. Its HOMO energy is -12.8090 eV. The value obtained for the LUMO energy is -6.740 eV.

---

C35H22Br2IrN4O9P | ωB97M-V/def2-TZVPD

CARTESIAN COORDINATES (ANGSTROEM)
Ir (0.73170, 0.49087, -0.02770)
O (3.40583, 1.19098, 0.56613)
N (2.17426, 1.21746, 1.20065)
C (2.16712, 1.51202, 2.43883)
C (1.01639, 1.69147, 3.32113)
C (1.35110, 1.97138, 4.64808)
C (0.37810, 2.24947, 5.59073)
C (-0.95176, 2.28000, 5.20764)
C (-1.29577, 2.01279, 3.89091)
C (-0.33201, 1.69290, 2.94139)
P (-0.87560, 1.44124, 1.22779)
C (-1.35563, 3.10956, 0.70758)
C (-2.67158, 3.56395, 0.75157)
C (-2.96225, 4.88137, 0.42745)
C (-1.94296, 5.75307, 0.07545)
C (-0.62695, 5.31087, 0.05132)
C (-0.33349, 3.99392, 0.36256)
C (-2.35023, 0.41485, 1.30282)
C (-2.50815, -0.54750, 2.29878)
C (-3.56800, -1.43983, 2.23656)
C (-4.46823, -1.37883, 1.18319)
C (-4.30914, -0.42880, 0.18185)
C (-3.24952, 0.46133, 0.23379)
H (4.09775, 1.15660, 1.24748)
H (3.13293, 1.69488, 2.90686)
H (2.39335, 1.97402, 4.94237)
H (0.65956, 2.45505, 6.61413)
H (-1.72365, 2.51395, 5.92832)
H (-2.33815, 2.04704, 3.60005)
H (-3.47459, 2.89758, 1.04046)
H (-3.98743, 5.22562, 0.45510)
H (-2.17282, 6.78034, -0.17501)
H (0.17088, 5.99144, -0.21555)
H (0.69431, 3.65497, 0.33094)
H (-1.78767, -0.63556, 3.10082)
H (-3.67618, -2.19583, 3.00239)
H (-5.29211, -2.07952, 1.13618)
H (-5.00404, -0.39010, -0.64711)
H (-3.10819, 1.17557, -0.56892)
O (-0.23076, -2.84467, 2.06830)
C (-0.20252, -2.03717, 1.16662)
O (0.71343, -1.08230, 1.18680)
C (-1.10303, -2.24272, -0.04432)
C (-1.91894, -3.35822, 0.04562)
C (-2.77418, -3.69956, -0.98485)
C (-2.81891, -2.97250, -2.15411)
C (-2.02439, -1.84997, -2.26334)
C (-1.18579, -1.41243, -1.19754)
O (-0.55675, -0.28875, -1.32959)
N (-2.09342, -1.14214, -3.55533)
O (-2.83403, -1.60856, -4.39619)
O (-1.38011, -0.17204, -3.75611)
N (-3.65694, -4.86595, -0.83498)
O (-4.33743, -5.18129, -1.79176)
O (-3.61678, -5.46723, 0.22040)
H (-1.87835, -3.95838, 0.94304)
H (-3.46012, -3.26947, -2.96942)
Br (0.14461, 3.64983, -3.89203)
C (1.04252, 2.03013, -3.86896)
C (1.48249, 1.43552, -5.03875)
C (2.13529, 0.21674, -5.01776)
Br (2.69483, -0.51774, -6.63309)
C (2.37592, -0.48826, -3.78624)
C (3.02254, -1.73248, -3.66817)
C (3.15934, -2.30877, -2.43057)
C (2.64063, -1.65644, -1.30703)
N (2.03849, -0.49063, -1.41307)
C (1.91017, 0.09825, -2.61342)
C (1.23692, 1.38574, -2.61290)
O (0.86254, 1.90434, -1.53517)
H (1.30558, 1.92744, -5.98450)
H (3.40195, -2.22938, -4.55008)
H (3.64655, -3.26586, -2.31261)
H (2.68309, -2.08790, -0.31261)

The charge is +1. The value obtained for the orbital gap (spin up / spin down) is 7.264 / 5.224 eV. The expectation value of S² is 0.78. The energy above the lowest of the compared OMol25 structures with the same formula, charge and spin is 37.3 kJ/mol. Its HOMO energy (spin up / spin down) is -11.0352 / -11.0389 eV. Its spin multiplicity is 2. The value obtained for the LUMO energy (spin up / spin down) is -3.771 / -5.815 eV.

---

Number 1: calculated total energy -17159.616 eV. Number 2: calculated total energy -12359.746 eV. Number 3: calculated total energy -53642.131 eV. Number 4: calculated total energy -135454.991 eV. Number 5: calculated total energy -213242.578 eV.